Model one:
Below is an isolated ion of composition C5H13N2 and charge +1, with properties calculated with the ωB97M-V functional and the def2-TZVPD basis.

Computed properties:
SMILES string: C=C(N)C[C@H](C)[NH3+]
Orbital gap (eV): 9.47
Lowest unoccupied orbital energy (eV): -3.39
Total charge: +1

Atoms and positions in Å:
C1 0.830 -2.367 0.656
C2 0.055 -1.100 0.505
C3 0.924 0.156 0.147
C4 0.105 1.337 -0.231
C5 0.055 1.911 -1.441
N1 -0.706 1.789 0.903
N2 -1.023 -1.250 -0.540
H1 1.083 -2.575 -0.412
H2 0.189 -3.161 1.007
H3 1.770 -2.239 1.182
H4 -0.498 -0.778 1.380
H5 1.537 0.291 1.047
H6 1.722 -0.264 -0.481
H7 0.837 1.958 -2.185
H8 -0.911 2.348 -1.716
H9 -1.581 2.154 0.552
H10 -0.182 2.531 1.346
H11 -1.641 -2.043 -0.358
H12 -1.591 -0.404 -0.632
H13 -0.592 -1.349 -1.465

Model two:
Below is an isolated ion of composition C5H13N2 and charge +1, with properties calculated with the ωB97M-V functional and the def2-TZVPD basis.

Computed properties:
SMILES string: C=C(N)C[C@H](C)[NH3+]
Orbital gap (eV): 8.78
Lowest unoccupied orbital energy (eV): -3.42
Total charge: +1

Atoms and positions in Å:
C1 2.148 -1.117 -0.375
C2 0.807 -0.631 0.192
C3 0.403 0.746 -0.328
C4 -0.993 1.120 0.124
C5 -2.058 1.242 -0.665
N1 -1.034 1.505 1.468
N2 -0.339 -1.593 -0.105
H1 2.007 -1.530 -1.373
H2 2.628 -1.788 0.327
H3 2.746 -0.235 -0.599
H4 0.889 -0.689 1.277
H5 1.078 1.525 0.016
H6 0.427 0.755 -1.417
H7 -2.230 0.672 -1.567
H8 -2.910 1.769 -0.245
H9 -0.182 1.499 2.005
H10 -1.552 2.350 1.670
H11 -0.900 -1.799 0.726
H12 -0.987 -1.278 -0.830
H13 0.051 -2.522 -0.301

The most stable of them is model two.

Model one:
Below is a 2-piece molecular cluster, C5H13N2 overall, with properties calculated with the ωB97M-V functional and the def2-TZVPD basis.

Computed properties:
Orbital gap (eV): 10.29
Lowest unoccupied orbital energy (eV): -2.93
Total charge: +1

Atoms and positions in Å:
C1 0.511 2.195 0.307
C2 1.602 2.575 0.953
N1 -0.696 1.815 1.018
H1 0.481 2.115 -0.767
H2 2.468 2.938 0.422
H3 1.645 2.569 2.037
H4 -0.691 2.272 1.921
H5 -1.501 2.160 0.499
H6 -0.862 0.403 0.988
C3 0.471 -2.345 -2.116
C4 -0.485 -1.697 -1.138
C5 -0.162 -1.427 0.116
N2 -1.089 -0.794 1.056
H7 1.349 -2.672 -1.566
H8 -0.053 -3.209 -2.522
H9 0.710 -1.646 -2.914
H10 -1.496 -1.557 -1.513
H11 0.840 -1.565 0.496
H12 -0.997 -1.224 1.974
H13 -2.046 -0.906 0.747

Model two:
Below is a 2-piece molecular cluster, C5H13N2 overall, with properties calculated with the ωB97M-V functional and the def2-TZVPD basis.

Computed properties:
Orbital gap (alpha / beta) (eV): 7.26 / 8.77
Lowest unoccupied orbital energy (alpha / beta) (eV): -4.21 / -3.62
Total charge: +1

Atoms and positions in Å:
C1 -1.246 0.552 -1.130
C2 -1.458 -0.358 0.066
C3 -0.960 0.999 0.195
C4 -2.790 -0.708 0.739
C5 1.890 0.557 -0.121
N1 1.768 -0.158 -1.273
N2 2.730 -0.136 0.988
H1 -0.400 0.289 -1.864
H2 -2.011 1.256 -1.582
H3 -0.674 -1.229 0.197
H4 -1.310 1.676 0.846
H5 -3.061 -1.751 0.584
H6 -3.641 -0.092 0.326
H7 -2.666 -0.693 1.798
H8 2.275 1.594 -0.158
H9 1.768 0.076 -2.224
H10 1.190 -1.046 -1.103
H11 2.281 0.383 1.852
H12 3.744 -0.027 0.705
H13 2.569 -1.185 1.158

The most stable of them is model one.